ORCA calculation (wB97M-V/def2-TZVPD) on C31H46N4P2PtSi as an isolated structure at a distorted geometry.

Computed properties:
HOMO energy (spin up / spin down) ... -12.1644 / -12.1641 eV
E_tot ... -68530.6703 eV
Relative energy (zero: lowest compared OMol25 entry of this formula, charge and spin) ... 0.6216 eV
HOMO-LUMO gap (spin up / spin down) ... 0.20679 / 0.09096 Ha
Charge ... +2
2S+1 ... 5
F_max ... 3.65 eV Å⁻¹

Positions of all 85 atoms, in Å:
C 1.431 1.009 -1.239
H -1.198 2.397 -1.773
N -3.753 6.392 -1.227
C -2.615 8.789 -2.514
H -2.424 4.128 -0.775
H -4.452 -0.300 1.197
Pt 1.724 2.588 0.132
H -3.547 7.472 2.296
C -0.135 7.137 4.515
Si 0.973 -0.888 -1.262
C -2.663 0.717 1.635
H -2.318 10.659 -3.656
C 2.088 -1.483 -2.675
C -4.755 7.195 -0.662
H -6.532 4.968 -2.392
H -3.677 8.593 -2.496
C -3.668 0.162 -0.709
C -3.875 0.542 0.772
C 1.627 1.590 1.836
C -2.697 0.932 -1.537
P -1.924 5.731 2.923
C -2.096 8.239 4.302
N -1.715 7.897 -1.909
H -6.954 7.234 -0.927
C -2.936 6.737 1.757
H 1.278 0.614 1.430
C -6.000 6.748 -1.112
C -5.779 5.590 -1.922
H 0.318 10.232 -3.112
H -2.458 8.491 0.550
H -0.515 -2.556 -2.180
C -1.281 9.005 5.129
H -4.482 8.018 -0.024
C -0.426 8.439 -2.070
C -4.400 5.405 -1.970
H 2.571 1.510 2.369
H -2.559 3.526 4.789
H 0.564 6.336 4.338
H -1.102 3.578 1.090
H 0.604 -1.748 1.068
H -6.068 5.924 5.775
C -2.132 3.161 1.084
H 0.425 7.918 -1.647
H -1.412 1.974 2.749
H -3.780 3.130 -0.321
C -2.088 1.905 1.895
H -4.714 7.026 3.734
C -0.041 8.294 5.275
C -4.461 6.137 4.284
H -4.646 0.267 -1.212
H -2.530 0.497 -2.539
N -3.329 5.364 4.000
H 0.904 1.590 -2.036
C -4.453 4.344 5.692
P -1.938 6.510 -0.863
H 0.797 8.592 5.889
H -3.801 4.674 -2.492
C -2.065 7.473 0.726
H -3.398 -0.902 -0.776
C -3.337 4.267 4.863
C -5.166 5.537 5.331
H 2.536 1.083 -1.453
H -1.026 7.582 1.099
H -2.780 3.870 1.634
H 1.882 -0.885 -3.577
H -4.726 3.653 6.468
C -2.138 2.105 -1.264
H -3.111 8.433 3.971
H 1.848 -2.542 -2.856
H -1.445 -1.581 -1.019
H 0.813 2.050 2.426
H 2.326 -1.823 0.614
C -0.509 9.608 -2.807
H 3.140 -1.364 -2.377
C -1.904 9.835 -3.093
C 1.303 -1.938 0.248
H -3.643 6.037 1.283
H 1.174 -2.984 -0.066
H -4.471 1.476 0.807
H -1.554 9.948 5.579
C -0.708 -1.530 -1.829
H -2.341 -0.165 2.197
N -1.397 7.089 3.915
H -1.139 -0.967 -2.662
C -2.684 3.152 -0.338

Atomic forces in eV per Å
-0.253 0.512 -1.773
-0.963 0.037 -0.406
0.448 -0.271 0.961
0.558 0.358 -0.256
-0.136 -0.543 0.158
-0.010 0.664 -0.060
-0.297 -0.347 -0.820
0.328 -0.318 -0.180
-0.513 0.846 0.435
-0.294 -1.328 -0.924
0.205 0.732 0.511
-0.020 -0.165 0.090
0.165 0.618 0.402
-0.652 -0.650 -0.845
0.243 0.204 -0.011
0.189 0.013 -0.093
-0.823 0.179 -0.262
-0.294 -0.012 -0.681
-0.364 -0.245 1.726
-0.057 -0.316 -0.730
-0.573 2.574 1.543
0.588 0.220 0.403
1.004 0.512 -0.196
0.294 -0.194 0.107
-0.038 -0.489 -0.077
0.185 0.418 0.231
1.115 0.265 0.383
1.350 0.264 0.225
-0.034 -0.079 0.066
0.299 -0.527 -0.091
0.047 0.280 0.156
-0.150 -1.255 -0.585
-0.209 0.128 -0.156
-0.541 0.346 -0.566
-0.388 0.238 0.074
-0.086 -0.049 0.037
0.048 -0.067 0.089
0.077 0.034 0.083
-0.331 0.001 -0.041
0.072 -0.049 -0.037
-0.054 -0.071 0.018
-0.676 0.395 0.432
-0.023 0.120 -0.168
0.180 -0.235 -0.166
0.232 -0.121 -0.012
0.372 -1.163 -0.258
-0.005 -0.081 -0.002
-0.526 -0.530 -0.568
1.356 -0.984 -0.184
0.102 -0.367 0.208
0.550 -0.074 0.876
-0.485 -1.010 0.425
0.090 -0.759 0.315
-1.976 2.104 0.053
-2.703 2.037 -1.365
-0.054 -0.035 -0.198
-0.177 -0.028 -0.059
0.023 -0.212 0.193
-0.105 0.291 -0.082
0.146 1.645 -1.504
0.942 -2.259 1.104
-0.130 -0.162 0.357
-0.403 0.113 -0.200
0.369 0.040 -0.129
0.193 -0.343 0.188
-0.010 -0.105 0.040
0.873 0.595 -0.022
0.454 0.093 0.070
0.181 0.373 0.024
0.182 0.019 -0.201
0.415 -0.254 -0.078
-0.054 -0.119 0.131
-0.670 -0.763 0.520
-0.181 -0.192 -0.368
0.258 -1.264 0.876
0.407 0.577 0.322
0.110 0.239 -0.002
0.000 0.291 -0.019
0.142 -0.701 0.165
0.045 -0.101 -0.035
-0.181 0.650 0.085
-0.155 0.364 0.094
0.451 -0.085 -0.206
0.116 -0.240 0.123
0.188 -0.226 0.320

ORCA calculation (wB97M-V/def2-TZVPD) on a 2-piece molecular cluster, C31H47BF6O11S overall at a distorted geometry.

Computed properties:
HOMO energy ... -9.7444 eV
E_tot ... -83249.8376 eV
HOMO-LUMO gap ... 0.37498 Ha
F_max ... 2.13 eV Å⁻¹
SMILES ... CCOCC[C@]1(C(F)(F)c2cccc(C(F)(F)F)c2)[C@@](B(O)OCC)([C@H](C)F)[C@H](CCCCOC)[C@@H](CC(=O)OC(C)=O)OS1(=O)=O.CCO

Positions of all 97 atoms, in Å:
H 1.298 1.626 1.160
O 3.662 2.710 2.284
C 3.708 1.060 3.992
H 2.086 1.171 -5.465
H 0.636 -0.715 -4.869
O -2.609 0.797 2.546
H -1.933 -5.731 -2.189
C 0.118 0.342 -0.167
H -2.905 -2.553 0.441
C -3.195 2.540 0.104
H 6.306 -3.110 3.207
H 0.945 2.083 3.438
C 1.845 3.764 -4.555
C -0.073 2.729 -3.324
C 0.428 -4.234 -1.458
H -0.100 -3.423 0.389
C -2.204 -0.640 -0.129
H 0.835 1.162 5.551
C 3.593 1.572 2.598
F 2.768 3.984 -3.599
H 4.514 0.332 4.038
H -5.081 -1.441 -0.309
O 4.042 -2.062 2.198
H 0.625 -1.814 -1.591
H 2.754 2.023 -1.170
H -3.178 -0.287 -0.444
C -6.144 0.295 0.444
C 0.717 -0.954 0.426
H -5.283 2.699 0.007
C 6.393 -2.695 2.202
H -0.884 -7.125 -2.026
O 4.729 1.040 0.016
H 4.317 -1.142 2.268
C -0.887 -6.045 -2.156
H 5.145 -2.349 0.477
C 0.797 -3.438 -0.225
H 2.402 0.321 -1.230
H -2.773 1.656 2.947
C 0.998 2.567 -4.205
C -2.515 -1.667 0.939
O -0.195 -5.453 -1.084
H 1.640 -3.913 0.265
C -1.912 1.906 -0.486
H -3.115 2.763 1.159
F 2.531 3.554 -5.694
C 1.098 1.467 0.108
H -1.721 -1.989 1.607
F 1.137 4.879 -4.713
H 2.216 -1.925 -0.783
H 3.906 1.879 4.668
H -6.824 1.035 0.022
O -1.018 4.401 -0.939
H -6.160 -0.673 -1.491
F -1.691 -1.295 -1.259
H -6.821 -1.656 -0.199
H 0.057 -1.475 1.105
H 2.781 0.562 4.270
H -0.404 -5.827 -3.110
H -0.927 1.448 5.560
C 1.138 -1.991 -0.650
H -6.554 -0.014 1.404
C -0.885 1.661 -2.958
H 0.174 0.180 -1.238
O -0.814 3.516 1.274
C 0.449 0.256 -4.437
H 6.720 -1.657 2.302
F -2.942 0.777 -2.343
O 0.724 2.755 -0.460
C -0.091 1.035 5.003
B -1.413 0.727 1.856
H 4.722 -3.800 1.402
H -0.258 3.721 -2.940
O -4.870 0.850 0.732
H -3.280 3.539 -0.317
H -4.710 1.574 -1.187
C -6.035 -0.946 -0.445
C -4.546 1.905 -0.162
H -3.336 -1.295 1.547
C -0.618 0.421 -3.552
H 1.299 -4.437 -2.093
C 1.277 1.324 -4.770
F -2.771 2.908 -2.475
C -1.369 0.617 0.233
O -0.259 0.670 2.596
C -2.091 1.801 -2.033
H 7.161 -3.248 1.659
H 1.611 -0.767 1.009
O 3.354 0.573 1.696
C 5.057 -2.766 1.487
C -0.047 1.674 3.593
S -0.716 3.259 -0.140
H -1.225 -0.444 -3.344
H -0.286 -3.673 -2.070
H -0.328 -0.017 4.882
H -0.790 2.462 3.561
C 3.613 0.941 0.369
C 2.458 1.176 -0.558

Atomic forces in eV per Å
-0.471 0.070 0.196
0.053 1.087 -0.581
-0.060 -0.332 -0.026
0.146 0.161 -0.050
-0.039 -0.105 -0.042
-0.026 0.464 -0.440
-0.037 0.255 -0.069
-0.016 -0.096 -0.002
0.092 -0.127 -0.129
-0.550 0.171 -0.276
-0.006 -0.054 -0.019
0.001 0.318 -0.341
0.271 -0.659 -0.013
0.142 0.352 -0.065
-0.349 -0.306 -0.117
0.105 -0.151 0.373
-1.009 0.332 0.054
0.051 -0.010 0.148
-0.101 -0.379 0.771
-0.011 0.224 0.148
0.029 -0.118 0.118
0.133 -0.037 0.077
0.057 -0.309 0.037
0.106 0.285 -0.153
0.028 0.140 -0.068
-0.067 0.017 -0.002
0.227 -0.787 0.451
0.406 -0.650 -0.529
-0.010 0.143 -0.021
-0.035 -0.011 0.074
0.068 -0.099 0.111
1.332 -0.141 -0.287
-0.127 -0.094 -0.137
0.015 -0.317 0.011
0.048 -0.108 -0.041
-0.097 0.392 -0.966
-0.023 -0.114 -0.070
-0.121 -0.146 0.281
-0.374 -0.332 -0.132
-0.267 -0.326 0.106
0.258 -0.025 0.112
-0.118 -0.051 0.439
0.358 0.043 0.223
0.227 -0.423 0.190
-0.022 0.074 -0.107
1.289 -0.196 -0.110
0.181 0.125 -0.063
-0.126 0.221 0.095
0.090 0.070 -0.374
0.035 0.162 0.043
0.016 0.144 -0.071
0.495 -0.300 -0.744
0.178 -0.138 -0.150
0.392 -0.100 0.049
-0.095 -0.052 -0.009
-0.250 0.308 0.143
-0.028 -0.157 0.036
-0.013 0.046 -0.129
0.101 0.146 0.290
-0.107 -0.368 0.784
-0.028 0.102 0.157
0.504 -0.661 -0.433
-0.253 0.195 -0.158
0.204 -0.932 0.248
-0.087 0.434 0.292
0.036 -0.001 -0.086
0.062 -0.206 0.294
-0.644 -0.145 -0.600
-0.549 0.086 -0.613
-0.120 0.306 0.529
-0.076 0.014 0.005
-0.111 -0.017 0.054
0.164 0.275 -0.159
0.078 0.029 -0.301
0.322 0.051 -0.127
-0.402 0.434 -0.278
-0.754 0.028 0.170
0.026 0.190 0.127
0.355 0.027 -0.276
0.096 -0.030 -0.004
-0.551 -0.049 0.437
0.088 0.164 0.252
0.916 -0.868 0.302
0.178 0.696 -0.880
0.105 0.338 -1.129
0.013 0.025 -0.004
-0.092 0.281 0.310
-0.197 0.037 0.012
0.070 0.262 0.068
0.122 -1.052 1.458
-0.882 1.378 1.361
-0.178 0.024 0.168
-0.033 0.245 0.027
0.252 -0.221 0.067
0.045 0.206 -0.424
-0.494 0.262 -0.303
-0.557 -0.041 0.411